(1)
The following is a quantum chemistry calculation of a gas-phase ion, CN4OP (charge -1) in a non-equilibrium geometry, from the Open Molecules 2025 dataset.

HOMO ... -4.37 eV
HOMO-LUMO gap ... 0.278 Ha
Molecular weight ... 115.012 g mol⁻¹
Relative energy (zero: lowest compared OMol25 entry of this formula, charge and spin) ... 1.122 eV

Structure (ORCA input):
```
! RIJCOSX wB97M-V def2-TZVPD def2/J DEFGRID3
* xyz -1 1
C 1.0303 0.1868 -1.1578
N 1.1362 -1.1938 0.5918
N 1.7800 -0.7425 -0.5200
N -0.1741 0.1954 -0.3202
N 0.0017 -0.6932 0.7335
O -2.2594 0.9358 0.9405
P -1.5148 1.3115 -0.2679
*
```

(2)
The following is a quantum chemistry calculation of a gas-phase ion, C2H6NO (charge -1), from the Open Molecules 2025 dataset.

HOMO ... -2.14 eV
HOMO-LUMO gap ... 0.257 Ha
Molecular weight ... 60.076 g mol⁻¹
Relative energy (zero: lowest compared OMol25 entry of this formula, charge and spin) ... 0.111 eV

Structure (ORCA input):
```
! RIJCOSX wB97M-V def2-TZVPD def2/J DEFGRID3
* xyz -1 1
C 0.4388 0.4490 -0.5343
O 1.4334 -0.0881 -1.2469
C -0.1936 -0.5077 0.5001
N -1.3962 0.0087 1.1954
H -0.4332 0.7964 -1.1609
H 0.7191 1.3666 0.0776
H 0.5364 -0.7581 1.2655
H -0.4432 -1.4254 -0.0407
H -2.1130 0.2203 0.5108
H -1.1555 0.9082 1.6072
*
```

(3)
The following is a quantum chemistry calculation of C19H23ClFNO3 in the gas phase, from the Open Molecules 2025 dataset.

HOMO ... -8.82 eV
HOMO-LUMO gap ... 0.351 Ha
Molecular weight ... 367.848 g mol⁻¹

Structure (ORCA input):
```
! RIJCOSX wB97M-V def2-TZVPD def2/J DEFGRID3
* xyz 0 1
C -0.2060 -2.6174 -1.8348
C 0.3802 -1.2315 -1.5883
H 0.2496 -0.6091 -2.4811
C 1.9033 -1.2888 -1.3324
O 2.6668 -0.7477 -2.1055
N 2.2813 -2.0342 -0.2842
H 1.5761 -2.3440 0.3759
C 3.6570 -2.0880 0.1500
C 3.9045 -1.1495 1.3438
C 3.5256 0.2603 0.9827
C 2.3413 0.7614 1.3073
C 1.8628 2.1243 0.9130
C 3.0084 3.0007 0.4167
C 3.8794 2.2045 -0.5473
C 4.5342 1.0420 0.1909
H 5.3043 1.4170 0.8747
H 5.0269 0.3837 -0.5269
H 4.6452 2.8454 -0.9884
H 3.2630 1.8042 -1.3542
H 3.6145 3.3242 1.2663
H 2.6098 3.8920 -0.0720
H 1.1202 2.0109 0.1150
H 1.3594 2.6013 1.7597
H 1.6426 0.1640 1.8813
H 4.9602 -1.2041 1.6153
H 3.3071 -1.4930 2.1912
H 3.8975 -3.1182 0.4268
H 4.2713 -1.7899 -0.7018
O -0.3492 -0.4949 -0.5898
C -0.5685 -0.9502 0.6309
O -0.1278 -1.9680 1.1057
C -1.4840 0.0005 1.3936
C -2.7584 0.2087 0.6299
C -3.8191 -0.6807 0.7768
C -5.0062 -0.5616 0.0798
C -5.1500 0.4865 -0.8120
C -4.1210 1.3928 -0.9914
C -2.9398 1.2501 -0.2782
Cl -1.6823 2.4014 -0.5294
H -4.2269 2.2129 -1.6835
H -6.0670 0.5978 -1.3686
H -5.7911 -1.2826 0.2411
F -3.6835 -1.7021 1.6449
H -0.9625 0.9512 1.5138
H -1.6852 -0.4422 2.3697
H -0.1088 -3.2506 -0.9572
H -1.2612 -2.5313 -2.0892
H 0.3207 -3.0807 -2.6646
*
```

(4)
The following is a quantum chemistry calculation of C12H15NO2 in the gas phase in a non-equilibrium geometry, from the Open Molecules 2025 dataset.

HOMO ... -7.43 eV
HOMO-LUMO gap ... 0.305 Ha
Molecular weight ... 205.257 g mol⁻¹
Relative energy (zero: lowest compared OMol25 entry of this formula, charge and spin) ... 8.227 eV

Structure (ORCA input):
```
! RIJCOSX wB97M-V def2-TZVPD def2/J DEFGRID3
* xyz 0 1
C -4.2486 -1.0790 -0.1315
C -3.3972 -1.3889 0.9120
C -3.8755 -0.1955 -1.1334
C -2.0886 -0.9098 0.8852
C -2.6427 0.4378 -1.0387
C -1.6467 -0.0559 -0.1181
C -0.2918 0.3218 -0.1348
C 2.8223 -0.2873 0.5128
C 2.5258 0.9850 -0.2534
C 2.2594 0.7390 -1.7859
C -0.5070 2.1520 1.5484
C 3.7880 -2.4509 0.4199
N 0.1280 1.3468 0.4598
O 1.5460 1.7765 0.3848
O 3.4319 -1.1999 -0.1765
H -5.2948 -1.3228 -0.3386
H -3.9223 -2.0086 1.6128
H -4.4593 0.1967 -1.8681
H -1.5467 -1.2297 1.6901
H -2.2461 1.2320 -1.6860
H 3.3167 1.7359 -0.1759
H 1.5203 0.0650 -1.9958
H 3.1167 0.4617 -2.2250
H 2.0037 1.7488 -2.1793
H -1.5302 1.6584 1.5297
H 0.1777 2.0680 2.5119
H -0.3796 3.2409 1.2018
H 4.4660 -2.8852 -0.1992
H 2.8601 -2.9776 0.4066
H 4.1143 -2.1750 1.3647
*
```

(5)
The following is a quantum chemistry calculation of a molecular structure, C19H32ClI2N2O2P2S in a non-equilibrium geometry, from the Open Molecules 2025 dataset.

HOMO ... -11.20 eV
HOMO-LUMO gap ... 0.282 Ha
Molecular weight ... 703.753 g mol⁻¹

Structure (ORCA input):
```
! RIJCOSX wB97M-V def2-TZVPD def2/J DEFGRID3
* xyz 1 1
C 5.0229 3.1716 1.8573
C 4.3178 1.9772 1.2296
C 5.0728 1.0644 0.5186
C 4.4292 -0.0292 -0.0057
C 3.0755 -0.2371 0.1505
C 2.5000 -1.5185 -0.4471
C 2.6670 -1.6349 -1.9976
C 3.2672 -2.7170 0.2036
C 2.3229 0.6967 0.8285
O 0.9440 0.5717 1.0350
C 0.1752 1.2632 0.0859
N -1.0546 0.4784 -0.3323
C -2.2094 1.4361 -0.3379
C -2.7580 1.8801 1.0341
C -4.2580 2.2174 0.9567
Cl -4.6697 3.1585 -0.5063
C -1.2561 -0.7311 0.5432
C -2.5064 -1.5558 0.1616
P -3.9760 -1.2642 1.3261
C -4.7344 -2.9417 1.5050
O -3.3799 -0.9649 2.8443
N -2.8892 -1.4493 -1.2713
I -3.8139 -3.1911 -1.9039
C -1.6033 -1.3702 -2.0298
I -1.9397 -1.6755 -4.1372
C -0.7530 -0.0958 -1.7065
P -0.7748 1.1932 -3.0748
S 0.6765 0.9768 -4.3467
C 2.9759 1.7910 1.3606
H 4.5573 4.1086 1.5462
H 4.9816 3.0651 2.9483
H 6.0840 3.1280 1.6033
H 6.1403 1.1841 0.3730
H 5.0201 -0.7589 -0.5523
H 1.4472 -1.6974 -0.2104
H 1.6835 -1.5750 -2.4773
H 3.3610 -0.9067 -2.4197
H 3.0346 -2.6360 -2.2486
H 3.3001 -2.5116 1.2819
H 2.7462 -3.6631 0.0400
H 4.3034 -2.7384 -0.1367
H -0.1123 2.2284 0.5205
H 0.8206 1.4983 -0.7704
H -3.0418 1.0630 -0.9447
H -1.8908 2.3517 -0.8395
H -2.2764 2.8352 1.2822
H -2.5561 1.2118 1.8726
H -4.4881 2.8607 1.8106
H -4.8950 1.3371 1.0411
H -1.2351 -0.4752 1.6040
H -0.3993 -1.3864 0.3953
H -2.2149 -2.6110 0.3338
H -4.6913 -3.2054 2.5702
H -5.7692 -2.9572 1.1680
H -4.1159 -3.6922 1.0047
H -3.7141 -0.1201 3.1632
H -1.0031 -2.2380 -1.7094
H 0.2812 -0.4402 -1.6447
H -2.0535 1.3141 -3.6557
H -0.5430 2.4263 -2.4178
H 2.3686 2.5005 1.9245
*
```

(6)
The following is a quantum chemistry calculation of 2 unconnected molecules or ions with the total composition C4H12 in a non-equilibrium geometry, from the Open Molecules 2025 dataset.

HOMO (spin up / spin down) ... -16.17 / -15.12 eV
HOMO-LUMO gap (spin up / spin down) ... 0.483 / 0.129 Ha
Molecular weight ... 60.140 g mol⁻¹
Relative energy (zero: lowest compared OMol25 entry of this formula, charge and spin) ... 0.632 eV

Structure (ORCA input):
```
! RIJCOSX wB97M-V def2-TZVPD def2/J DEFGRID3
* xyz 1 2
C 1.9768 0.7596 -1.2177
C 0.6459 0.6765 -1.8694
H 2.7410 0.1588 -1.7341
H 2.2099 1.8124 -1.1002
H 2.0166 0.2685 -0.2274
H -0.3007 0.6957 -1.2115
H 0.4677 -0.2557 -2.4229
H 0.3926 1.5487 -2.4901
C -0.5387 -0.6176 1.5204
C -2.0479 -0.8076 1.4848
H 0.0814 -1.3753 1.0156
H -0.1398 0.3480 1.2156
H -0.2635 -0.7758 2.5863
H -2.4606 -0.3100 0.5945
H -2.4925 -0.2630 2.3269
H -2.2882 -1.8631 1.5293
*
```

- What is the formula in the second record?
  C2H6NO

- Look up the molecular weight of the first one.
  115.012 g mol⁻¹

- Which of these has the highest molecular weight?
  C19H32ClI2N2O2P2S